Here is a molecular structure, C9H13Br19NS from the Open Molecules 2025 dataset. Energies are from ωB97M-V/def2-TZVPD.

Structure (ORCA input):
```
! wB97M-V def2-TZVPD RIJCOSX def2/J DEFGRID3
* xyz 1 1
C 2.12131 -2.38938 0.49259
C 1.17384 -1.37298 1.08825
N 1.34662 -0.14001 1.01337
C -0.04966 -1.90898 1.78416
S -1.44148 -0.77756 1.56535
Br -2.20638 -1.28702 -0.41357
H 2.25168 -2.10541 -0.53778
H 3.06303 -2.31962 1.01510
H 1.69384 -3.37628 0.55988
H 2.21654 0.05840 0.52087
H -0.32230 -2.83585 1.29638
H 0.14745 -2.09692 2.83111
H -0.91418 0.47468 1.34404
C -0.22706 3.19222 -0.28790
Br -0.30886 2.73675 1.58258
Br -0.50954 1.63817 -1.39424
Br -1.44094 4.61815 -0.72197
H 0.77405 3.54306 -0.49083
C -0.68147 -5.73789 -0.34177
Br -0.66995 -5.52517 1.58001
Br 1.08690 -5.52157 -1.07097
Br -1.48374 -7.40007 -0.86330
H -1.29196 -4.94536 -0.74852
C 0.17885 1.73461 5.73262
Br 0.07100 1.05669 7.52279
Br -0.25711 0.35833 4.43806
Br -0.90961 3.29586 5.47654
H 1.20473 2.01806 5.54994
C -2.87241 5.05070 -4.49822
Br -2.75980 6.77746 -5.33480
Br -4.43945 4.08634 -5.07000
Br -1.26476 4.02156 -4.77401
H -2.96556 5.21424 -3.43505
C 5.80686 -0.05949 0.69753
Br 5.61158 -0.88157 2.42742
Br 5.35418 -1.28595 -0.71609
Br 4.78203 1.56760 0.56860
H 6.84729 0.20358 0.57777
C -3.69430 0.14352 -3.87032
Br -5.33753 -0.44546 -4.66876
Br -4.00037 1.10731 -2.23205
Br -2.45232 -1.31987 -3.63436
H -3.23102 0.83513 -4.56050
*
```

orbital gap	0.2749	hartree
E	-1352666.7994	eV
HOMO level	-12.1	eV

Atomic partial charges in e from the natural (NBO) method, atoms 1 to 8: -0.699, 0.311, -0.631, -0.620, 0.474, 0.084, 0.245, 0.253